No. 1
Formula: C3H3BeO
Source: the Open Molecules 2025 dataset
Level of theory: the ωB97M-V functional and the def2-TZVPD basis

Each line ends with the Löwdin charge.
Atoms and positions in Å:
1 O 0.513 0.052 1.495  -0.159
2 C 0.542 -0.305 0.211  -0.216
3 C -0.920 -0.253 -0.736  0.059
4 C -0.356 0.889 -0.758  0.098
5 Be 0.772 -1.005 2.085  0.865
6 H -0.250 1.927 -1.048  0.123
7 H 1.468 -0.390 -0.385  0.120
8 H -1.769 -0.914 -0.863  0.110

Summary:
Frontier orbital gap: 6.2 eV
Charge: +1

=====

No. 2
Formula: C29H28ClHfN3SbSe4
Source: the Open Molecules 2025 dataset
Level of theory: the ωB97M-V functional and the def2-TZVPD basis

Each line ends with the Löwdin charge.
Atoms and positions in Å:
1 Hf 0.426 -1.500 0.123  0.841
2 Sb -1.377 -3.252 0.916  0.159
3 Se -1.559 -5.872 0.875  -0.074
4 Se -0.736 -5.078 2.828  -0.127
5 Se -3.625 -2.877 1.818  -0.222
6 Se -1.745 -0.996 -0.725  0.172
7 Cl 1.928 -7.645 1.581  0.640
8 N 0.910 0.708 -0.374  -0.022
9 N -0.829 1.532 0.949  0.129
10 N -0.414 2.495 -1.103  0.150
11 C -2.616 3.564 -1.049  -0.210
12 C 1.472 -5.998 -0.511  -0.168
13 C 2.034 -2.306 -1.175  -0.253
14 C 2.384 -3.759 0.833  -0.108
15 C -1.242 3.624 -0.813  -0.213
16 C -3.173 1.472 2.515  -0.040
17 C -0.646 4.783 -0.331  -0.014
18 C -1.976 0.612 2.843  -0.234
19 C 0.980 0.391 -2.831  -0.073
20 C -2.001 -0.234 3.942  -0.075
21 C 1.710 0.297 -4.008  -0.085
22 C -1.409 5.911 -0.074  -0.087
23 C 1.983 -3.640 -0.512  -0.406
24 C -0.887 0.521 1.974  -0.283
25 C -3.370 4.699 -0.756  -0.043
26 C 0.116 -0.457 2.086  -0.260
27 C 1.474 -4.778 -1.142  -0.079
28 C -0.101 1.527 -0.196  -0.454
29 C 1.949 -6.101 0.789  -0.740
30 C -3.255 2.342 -1.654  -0.038
31 C 1.603 0.736 -1.632  -0.295
32 C 2.381 -4.992 1.475  -0.163
33 C -2.781 5.861 -0.280  -0.086
34 C 3.075 0.537 -3.999  -0.095
35 C 3.660 1.368 -0.332  -0.039
36 C -0.978 -1.136 4.175  -0.109
37 C 3.696 0.880 -2.807  -0.054
38 C 0.028 -1.260 3.235  -0.211
39 C 2.979 0.997 -1.623  -0.232
40 H -0.937 6.815 0.288  0.099
41 H 1.110 -4.700 -2.157  0.117
42 H -2.938 2.541 2.444  0.078
43 H 4.744 1.343 -0.446  0.073
44 H -1.011 -1.793 5.035  0.105
45 H -1.675 2.074 0.875  0.094
46 H 3.653 0.449 -4.910  0.096
47 H 0.776 -2.030 3.394  0.077
48 H 1.211 0.015 -4.928  0.102
49 H 3.366 0.694 0.474  0.072
50 H -2.858 -0.204 4.606  0.110
51 H 4.767 1.055 -2.789  0.106
52 H -3.014 1.427 -1.109  -0.006
53 H 0.425 4.786 -0.165  0.117
54 H 1.945 -2.365 -2.256  0.058
55 H 2.767 -2.886 1.355  0.109
56 H -4.338 2.452 -1.692  0.081
57 H -3.394 6.730 -0.075  0.100
58 H -3.942 1.351 3.277  0.078
59 H 1.100 -6.880 -1.011  0.102
60 H 2.717 -5.089 2.497  0.104
61 H -4.442 4.665 -0.912  0.110
62 H 2.970 -1.792 -0.926  0.060
63 H -2.889 2.185 -2.672  0.090
64 H 3.371 2.373 -0.013  0.081
65 H -3.607 1.142 1.563  0.084
66 H 0.132 2.498 -1.950  0.140
67 H -0.078 0.168 -2.821  0.068

Summary:
Frontier orbital gap: 5.5 eV
Charge: -1

=====

No. 3
Formula: C17H26F6LiN8O2PS2
Source: the Open Molecules 2025 dataset
Level of theory: the ωB97M-V functional and the def2-TZVPD basis

Each line ends with the Löwdin charge.
Atoms and positions in Å:
1 S -0.228 -0.279 1.655  0.623
2 S -2.852 1.354 -0.221  0.893
3 P -0.699 1.121 -4.079  0.175
4 F -2.214 1.395 -3.590  -0.158
5 F -1.171 0.790 -5.543  -0.086
6 F -0.204 1.391 -2.483  -0.253
7 F 0.840 0.802 -4.442  -0.147
8 F -0.883 -0.451 -3.601  -0.212
9 F -0.483 2.672 -4.369  -0.119
10 O 0.265 1.080 1.563  -0.333
11 O 0.761 -1.329 1.622  -0.298
12 N 2.285 0.507 -1.128  -0.148
13 N -2.217 -2.476 1.123  0.160
14 N -1.188 -0.472 0.339  -0.252
15 N 4.661 -0.021 -1.674  -0.094
16 N -0.815 3.064 -0.022  0.156
17 N -2.435 3.551 -1.584  0.133
18 N -3.336 -0.750 6.635  0.124
19 N -2.225 -1.795 -1.158  0.060
20 C 2.810 1.561 -1.984  -0.131
21 C -2.620 -0.641 5.481  -0.309
22 C 3.039 0.439 0.116  -0.137
23 C -2.929 -2.871 -1.483  -0.096
24 C -1.161 -0.419 3.121  -0.323
25 C -1.656 -1.603 5.143  -0.018
26 C -2.905 -3.559 0.771  -0.091
27 C 4.278 1.255 -2.372  -0.047
28 C -1.944 2.756 -0.635  -0.835
29 C -2.833 0.437 4.607  -0.018
30 C 2.328 -0.775 -1.815  -0.122
31 C -0.940 -1.494 3.972  -0.063
32 C 3.792 -1.152 -2.155  -0.043
33 C -1.906 -1.640 0.140  -0.516
34 C -2.107 0.548 3.442  -0.063
35 C -3.304 -3.806 -0.532  -0.031
36 C 4.531 0.144 -0.184  -0.046
37 Li -1.066 -0.107 -1.632  0.580
38 H -3.874 -4.684 -0.794  0.108
39 H -0.224 3.790 -0.392  0.128
40 H 2.610 -0.338 0.744  0.096
41 H 4.883 -0.781 0.271  0.135
42 H 4.407 1.086 -3.440  0.136
43 H -3.572 1.190 4.855  0.115
44 H -3.150 -4.250 1.570  0.119
45 H 1.736 -0.709 -2.727  0.111
46 H 5.629 -0.238 -1.896  0.186
47 H -1.478 -2.439 5.808  0.114
48 H 1.886 -1.531 -1.166  0.130
49 H 2.193 1.638 -2.874  0.099
50 H -2.279 1.388 2.782  0.093
51 H -0.411 2.378 0.624  0.049
52 H 2.935 1.383 0.648  0.128
53 H 2.754 2.507 -1.446  0.131
54 H 4.981 2.020 -2.046  0.133
55 H 3.967 -1.254 -3.225  0.136
56 H -4.004 -0.050 6.896  0.101
57 H 4.133 -2.054 -1.650  0.135
58 H 5.200 0.953 0.102  0.133
59 H -1.894 4.324 -1.940  0.129
60 H -3.134 3.168 -2.200  0.102
61 H -3.187 -2.982 -2.529  0.124
62 H -0.211 -2.246 3.703  0.114
63 H -3.164 -1.498 7.279  0.101

Summary:
Spin multiplicity: 2
Frontier orbital gap (spin up / spin down): 7.7 / 5.6 eV
Charge: +1